{"formula": "C8H11N", "method": "ωB97M-V with the def2-TZVPD basis set", "charge": 0, "max_force_ev_per_a": 6.7, "e_homo_ev": -7.152, "smiles": "C[C@]12C=NC[C@@H]3[C@H](C1)[C@@H]32", "elements": ["C", "C", "C", "C", "C", "C", "C", "C", "H", "H", "H", "H", "H", "H", "H", "H", "H", "H", "H", "N"], "positions_angstrom": [[-2.127, -0.474, -0.643], [-0.719, -0.308, -0.177], [-0.585, 0.732, 1.048], [0.496, 1.484, 0.231], [1.547, 0.687, -0.377], [2.138, -0.692, 0.128], [-0.124, -1.578, 0.321], [0.241, 0.680, -0.963], [-2.353, -1.192, -1.453], [-2.567, 0.644, -0.769], [-2.516, -0.937, 0.372], [-0.412, 0.265, 2.050], [-1.707, 1.212, 1.322], [0.701, 2.570, 0.211], [2.071, 1.248, -1.157], [3.050, -0.814, -0.446], [2.062, -0.819, 1.197], [-0.430, -1.967, 1.417], [0.141, 0.900, -1.987], [1.094, -1.643, -0.326]]}

***

{"formula": "C2H12NO2S", "method": "ωB97M-V with the def2-TZVPD basis set", "charge": 1, "max_force_ev_per_a": 4.2, "e_homo_ev": -12.636, "elements": ["C", "C", "S", "N", "H", "H", "H", "H", "H", "H", "H", "H", "H", "H", "O", "H", "H", "O"], "positions_angstrom": [[-0.532, 0.061, 1.216], [0.725, 0.792, 1.041], [0.712, 2.673, 0.948], [-1.139, -0.517, -0.099], [-0.370, -0.823, 1.983], [-1.365, 0.562, 1.804], [1.390, 0.705, 1.865], [1.354, 0.410, 0.083], [1.952, 2.741, 0.322], [-2.174, -0.218, -0.054], [-0.950, 0.098, -0.988], [-0.693, -1.456, -0.469], [-0.926, 1.481, -2.899], [0.364, 1.508, -1.884], [-0.561, 1.122, -2.036], [0.266, -3.454, 0.238], [1.327, -3.001, -0.784], [0.620, -2.686, -0.289]]}

***

{"formula": "C31H34N4PRhS", "method": "ωB97M-V with the def2-TZVPD basis set", "charge": 2, "max_force_ev_per_a": 0.8, "e_homo_ev": -13.917, "elements": ["Rh", "N", "C", "C", "C", "C", "C", "C", "P", "C", "C", "C", "C", "C", "C", "C", "C", "C", "C", "C", "C", "H", "H", "H", "H", "H", "H", "H", "H", "H", "H", "H", "H", "H", "H", "H", "H", "C", "N", "C", "C", "N", "C", "S", "C", "C", "C", "C", "C", "N", "H", "H", "H", "H", "H", "H", "H", "H", "H", "C", "C", "C", "C", "H", "H", "H", "H", "H", "H", "H", "H", "H"], "positions_angstrom": [[0.152, -1.203, 0.067], [-1.631, -2.287, 0.144], [-2.832, -1.537, -0.257], [-4.023, -2.195, -0.510], [-5.156, -1.445, -0.791], [-5.106, -0.055, -0.800], [-3.907, 0.599, -0.572], [-2.756, -0.149, -0.330], [-1.104, 0.574, -0.276], [-0.733, 1.230, -1.928], [0.362, 2.080, -2.121], [0.699, 2.510, -3.395], [-0.042, 2.086, -4.490], [-1.121, 1.232, -4.308], [-1.467, 0.805, -3.036], [-1.206, 1.977, 0.874], [-1.209, 3.282, 0.365], [-1.414, 4.367, 1.206], [-1.633, 4.169, 2.558], [-1.670, 2.877, 3.067], [-1.463, 1.791, 2.235], [-1.757, -2.590, 1.109], [-1.567, -3.142, -0.406], [-4.078, -3.277, -0.468], [-6.091, -1.951, -0.989], [-6.003, 0.515, -1.000], [-3.857, 1.680, -0.608], [0.949, 2.418, -1.274], [1.536, 3.182, -3.533], [0.219, 2.426, -5.483], [-1.702, 0.903, -5.160], [-2.315, 0.143, -2.913], [-1.077, 3.462, -0.690], [-1.416, 5.367, 0.794], [-1.801, 5.016, 3.210], [-1.888, 2.720, 4.116], [-1.538, 0.790, 2.634], [0.287, 0.017, 5.277], [1.219, 0.387, 4.215], [2.225, 1.332, 4.319], [2.878, 1.358, 3.148], [2.269, 0.410, 2.313], [1.232, -0.159, 2.994], [0.125, -1.320, 2.456], [2.807, 0.120, 1.019], [4.185, 0.213, 0.915], [4.779, 0.196, -0.335], [3.960, 0.125, -1.446], [2.608, -0.047, -1.252], [2.014, -0.119, -0.045], [0.544, 0.588, 6.164], [0.378, -1.046, 5.489], [-0.734, 0.242, 4.977], [2.379, 1.905, 5.216], [3.688, 1.979, 2.814], [4.784, 0.296, 1.809], [5.855, 0.258, -0.431], [4.353, 0.167, -2.452], [1.948, -0.139, -2.094], [0.862, -4.189, -0.494], [1.448, -3.133, -1.437], [1.974, -3.806, -2.710], [0.447, -2.049, -1.826], [1.601, -4.959, -0.271], [0.010, -4.690, -0.964], [0.542, -3.788, 0.474], [2.309, -2.674, -0.932], [1.154, -4.277, -3.256], [2.704, -4.578, -2.465], [2.450, -3.085, -3.376], [-0.472, -2.488, -2.234], [0.834, -1.418, -2.621]]}

***

{"formula": "C3Cl2O", "method": "ωB97M-V with the def2-TZVPD basis set", "charge": 0, "max_force_ev_per_a": 2.8, "e_homo_ev": -9.934, "elements": ["C", "C", "C", "O", "Cl", "Cl"], "positions_angstrom": [[0.166, 0.422, 1.209], [-1.028, 0.172, 0.988], [1.434, -0.510, -2.401], [0.348, -0.755, -2.173], [-2.629, -0.372, 0.877], [1.710, 1.044, 1.500]]}

***

{"formula": "C2F2IO2", "method": "ωB97M-V with the def2-TZVPD basis set", "charge": -1, "max_force_ev_per_a": 3.6, "s_squared": 2.008, "e_homo_ev": [-0.795, -4.478], "multiplicity": 3, "elements": ["C", "C", "O", "O", "F", "F", "I"], "positions_angstrom": [[0.662, -0.912, -0.244], [-1.168, 0.931, 0.128], [1.380, -0.407, -1.003], [-0.075, -1.514, 0.397], [-1.063, 1.004, 1.562], [-1.792, 2.135, -0.148], [-2.940, -0.539, -0.255]]}

***

{"formula": "C5H6N4O", "method": "ωB97M-V with the def2-TZVPD basis set", "charge": 0, "max_force_ev_per_a": 6.2, "e_homo_ev": -7.995, "elements": ["C", "C", "C", "C", "C", "N", "N", "N", "N", "O", "H", "H", "H", "H", "H", "H"], "positions_angstrom": [[2.192, -0.144, -0.044], [0.271, -1.255, -0.076], [-1.947, 0.418, 0.374], [-0.762, 1.099, 0.377], [-2.066, -0.816, -0.394], [1.491, -1.356, 0.204], [1.508, 0.893, -0.366], [0.197, 0.574, -0.489], [3.550, -0.084, 0.198], [-0.850, -1.746, -0.017], [-2.529, 0.705, 1.155], [-0.617, 1.952, 1.034], [-2.780, -1.560, -0.208], [-2.192, -0.515, -1.509], [3.773, -1.009, 0.625], [4.185, 0.162, -0.504]]}

***

{"formula": "H23O11", "method": "ωB97M-V with the def2-TZVPD basis set", "charge": 1, "max_force_ev_per_a": 10.7, "e_homo_ev": -13.399, "elements": ["O", "H", "H", "O", "H", "H", "O", "H", "H", "O", "H", "H", "O", "H", "H", "O", "H", "H", "O", "H", "O", "H", "H", "O", "H", "H", "O", "H", "H", "O", "H", "H", "H", "H"], "positions_angstrom": [[1.491, -0.516, 3.068], [2.631, 0.701, -3.225], [1.426, -1.836, 0.228], [-0.926, -2.612, -0.326], [1.190, 0.394, 3.060], [2.045, 0.815, -1.822], [-1.503, 0.082, -0.693], [-2.128, 4.400, 0.441], [-4.018, -1.945, 0.712], [1.044, -3.718, 2.380], [0.606, -3.960, 3.333], [-0.036, 2.873, -0.909], [0.804, -1.560, 0.986], [-2.594, -2.047, 0.248], [-0.130, -1.990, 1.055], [2.302, 2.130, 1.460], [1.561, 2.238, 0.861], [2.061, -0.608, 3.954], [2.440, 0.320, -2.364], [-0.888, 0.469, -1.424], [0.029, 1.937, -1.190], [-1.040, -3.363, -0.884], [-0.614, -1.970, -1.004], [-0.028, 1.634, -4.230], [0.637, 2.009, -2.075], [-0.167, 1.166, -3.409], [-2.209, 3.475, 0.322], [-0.787, 2.030, -4.851], [-3.025, 3.431, 0.567], [-3.118, -1.613, 0.940], [0.726, -4.506, 1.774], [2.937, 2.933, 1.311], [1.299, -1.396, 1.900], [-2.017, 0.605, -0.190]]}

***

{"formula": "C36H77AlBCl40NO6P", "method": "ωB97M-V with the def2-TZVPD basis set", "charge": -1, "max_force_ev_per_a": 8.7, "e_homo_ev": -4.091, "elements": ["C", "C", "O", "P", "O", "C", "C", "C", "Al", "C", "N", "C", "C", "C", "C", "O", "C", "C", "O", "B", "O", "C", "C", "O", "C", "C", "H", "H", "H", "H", "H", "H", "H", "H", "H", "H", "H", "H", "H", "H", "H", "H", "H", "H", "H", "H", "H", "H", "H", "H", "H", "H", "H", "H", "H", "H", "H", "H", "H", "H", "H", "H", "H", "C", "Cl", "Cl", "H", "H", "C", "Cl", "Cl", "H", "H", "C", "Cl", "Cl", "H", "H", "C", "Cl", "Cl", "H", "H", "C", "Cl", "Cl", "H", "H", "C", "Cl", "Cl", "H", "H", "C", "Cl", "Cl", "H", "H", "C", "Cl", "Cl", "H", "H", "C", "Cl", "Cl", "H", "H", "C", "Cl", "Cl", "H", "H", "C", "Cl", "Cl", "H", "H", "C", "Cl", "Cl", "H", "H", "C", "Cl", "Cl", "H", "H", "C", "Cl", "Cl", "H", "H", "C", "Cl", "Cl", "H", "H", "C", "Cl", "Cl", "H", "H", "C", "Cl", "Cl", "H", "H", "C", "Cl", "Cl", "H", "H", "C", "Cl", "Cl", "H", "H", "C", "Cl", "Cl", "H", "H"], "positions_angstrom": [[0.960, 3.069, 0.480], [1.694, 2.812, -1.002], [2.941, 2.072, -0.757], [3.429, 1.125, -2.142], [4.947, 1.502, -2.502], [3.454, -0.722, -1.522], [2.304, -0.984, -0.372], [0.771, -0.643, -0.844], [-0.428, -2.327, -1.074], [0.752, -4.053, -0.981], [1.344, -4.439, -2.319], [-1.320, -2.374, -2.931], [-2.139, -1.012, -3.333], [-2.800, -0.197, -2.074], [-3.853, 0.911, -2.750], [-3.264, 1.575, -3.926], [-2.125, 2.436, -3.568], [-2.044, 3.431, -2.251], [-1.068, 2.444, -4.414], [-1.774, -2.521, 0.504], [-1.993, -3.892, 1.068], [-2.598, -1.282, 1.203], [-4.203, -1.755, 1.213], [2.416, 1.306, -3.547], [2.905, 0.531, -4.697], [2.124, -0.913, -4.906], [0.622, 4.181, 0.620], [0.119, 2.272, 0.704], [1.814, 2.869, 1.274], [1.861, 3.866, -1.535], [0.890, 2.217, -1.634], [3.257, -1.486, -2.410], [4.534, -1.013, -1.105], [2.559, -0.252, 0.537], [2.471, -2.068, 0.037], [0.297, 0.032, 0.018], [0.741, 0.049, -1.816], [1.520, -4.026, -0.090], [-0.025, -4.916, -0.702], [1.312, -3.588, -2.933], [0.682, -5.173, -2.704], [-1.979, -3.351, -3.122], [-0.425, -2.465, -3.716], [-3.049, -1.354, -4.026], [-1.467, -0.326, -4.012], [-3.454, -0.931, -1.430], [-2.030, 0.435, -1.458], [-4.756, 0.247, -3.159], [-4.311, 1.640, -1.952], [-2.489, 4.504, -2.494], [-2.602, 2.995, -1.304], [-0.884, 3.567, -2.023], [-1.493, -3.870, 1.958], [-2.333, -1.128, 2.356], [-2.434, -0.239, 0.698], [-4.433, -2.451, 2.155], [-4.311, -2.479, 0.273], [-4.942, -0.852, 1.130], [2.672, 1.159, -5.686], [4.068, 0.356, -4.696], [1.706, -0.983, -6.021], [1.265, -1.080, -4.118], [2.953, -1.757, -4.780], [5.171, -4.453, -5.453], [3.466, -4.868, -5.670], [5.349, -2.837, -4.759], [5.632, -5.182, -4.782], [5.670, -4.479, -6.425], [3.071, 6.863, -1.015], [1.366, 6.448, -1.231], [3.249, 8.479, -0.321], [3.532, 6.135, -0.344], [3.570, 6.837, -1.987], [-1.401, 8.804, 0.136], [-2.442, 10.020, -0.614], [-2.265, 7.279, 0.361], [-0.535, 8.631, -0.508], [-1.068, 9.172, 1.110], [0.371, -6.816, 2.711], [-1.334, -7.231, 2.495], [0.549, -5.200, 3.406], [0.832, -7.544, 3.383], [0.870, -6.842, 1.739], [2.948, -8.781, -5.769], [1.661, -7.585, -5.576], [4.362, -8.356, -4.795], [2.577, -9.758, -5.450], [3.241, -8.822, -6.821], [2.986, -5.396, -9.819], [4.047, -6.199, -8.655], [1.542, -4.754, -9.027], [3.531, -4.573, -10.288], [2.683, -6.118, -10.581], [7.186, 2.001, -0.184], [8.247, 1.198, 0.980], [5.742, 2.643, 0.609], [7.731, 2.824, -0.652], [6.883, 1.279, -0.946], [-0.387, -2.750, 6.468], [-1.253, -3.129, 4.974], [1.085, -1.831, 6.134], [-1.038, -2.157, 7.115], [-0.119, -3.683, 6.969], [-1.308, -0.646, 10.231], [-2.108, -1.202, 8.756], [0.371, -0.194, 9.912], [-1.843, 0.224, 10.620], [-1.325, -1.451, 10.970], [-4.416, -5.675, 3.161], [-5.586, -6.961, 3.485], [-4.946, -4.141, 3.861], [-3.453, -5.952, 3.597], [-4.311, -5.555, 2.080], [3.933, -1.551, 11.781], [3.239, -2.021, 10.224], [3.032, -0.211, 12.500], [3.899, -2.408, 12.458], [4.970, -1.242, 11.629], [-5.650, 8.567, -2.345], [-6.825, 9.867, -2.112], [-6.304, 7.014, -1.809], [-5.399, 8.500, -3.406], [-4.750, 8.793, -1.767], [-9.589, 7.974, -3.401], [-10.764, 9.274, -3.168], [-10.243, 6.421, -2.865], [-9.339, 7.907, -4.463], [-8.690, 8.200, -2.823], [-3.230, 7.750, 4.531], [-4.030, 7.194, 3.056], [-1.551, 8.202, 4.212], [-3.765, 8.620, 4.920], [-3.247, 6.945, 5.270], [-1.936, -4.729, -7.743], [-0.876, -5.532, -6.579], [-3.380, -4.087, -6.951], [-1.391, -3.905, -8.211], [-2.240, -5.451, -8.505], [11.423, 0.518, -0.503], [12.817, 1.507, -0.054], [11.548, -0.035, -2.177], [11.376, -0.351, 0.157], [10.513, 1.114, -0.392], [-2.354, 1.858, 3.853], [-1.934, 2.009, 2.143], [-1.565, 3.114, 4.815], [-3.437, 1.954, 3.963], [-2.032, 0.878, 4.214], [0.779, 7.937, 6.959], [0.475, 6.382, 6.175], [0.495, 7.838, 8.701], [1.818, 8.227, 6.784], [0.110, 8.688, 6.532], [-8.654, -3.154, 2.812], [-8.234, -3.004, 1.101], [-7.865, -1.899, 3.774], [-9.737, -3.059, 2.921], [-8.332, -4.134, 3.172], [4.154, -5.044, 4.388], [3.460, -5.513, 2.832], [3.253, -3.704, 5.108], [4.120, -5.900, 5.066], [5.191, -4.735, 4.237]]}

***

{"formula": "C10H10ClN2O4S", "method": "ωB97M-V with the def2-TZVPD basis set", "charge": -1, "max_force_ev_per_a": 5.6, "e_homo_ev": -2.530, "elements": ["Cl", "C", "S", "C", "C", "C", "C", "C", "C", "O", "O", "H", "H", "H", "H", "H", "H", "H", "C", "C", "O", "O", "C", "N", "N", "H", "H", "H"], "positions_angstrom": [[-3.252, 1.700, -0.697], [-1.646, 1.574, -0.082], [-1.546, 2.062, 1.707], [0.194, 1.998, 2.164], [0.756, 0.748, 2.392], [2.144, 0.682, 2.591], [2.916, 1.848, 2.638], [2.303, 3.092, 2.506], [0.921, 3.183, 2.300], [-1.822, 3.479, 1.839], [-2.193, 1.037, 2.484], [-0.919, 2.235, -0.556], [0.134, -0.150, 2.367], [2.576, -0.309, 2.694], [4.001, 1.770, 2.798], [2.868, 4.027, 2.543], [0.440, 4.156, 2.194], [-1.769, -3.032, -1.007], [-1.300, -2.229, -1.588], [-0.736, -2.640, -2.888], [-0.250, -1.891, -3.719], [-0.803, -3.988, -3.081], [-0.259, -4.444, -4.331], [-1.171, -1.028, -1.133], [-1.197, -0.214, -0.243], [-0.352, -5.534, -4.326], [-0.827, -3.995, -5.155], [0.789, -4.135, -4.412]]}

***

{"formula": "C26H37N5O5", "method": "ωB97M-V with the def2-TZVPD basis set", "charge": 0, "max_force_ev_per_a": 0.8, "e_homo_ev": -8.234, "smiles": "CCOc1cc(C(=O)NCCC(=O)N2CCC3(CC2)NCCc2[nH]cnc23)cc(OCC)c1OCC", "elements": ["C", "C", "O", "C", "C", "C", "C", "C", "C", "O", "C", "C", "H", "H", "H", "H", "H", "O", "C", "C", "H", "H", "H", "H", "H", "H", "C", "O", "N", "H", "C", "H", "C", "C", "O", "N", "C", "H", "C", "H", "H", "C", "C", "C", "N", "C", "N", "H", "H", "C", "H", "H", "C", "N", "H", "H", "H", "C", "C", "H", "H", "H", "H", "H", "H", "H", "H", "H", "H", "H", "H", "H", "H"], "positions_angstrom": [[-4.250, -3.604, 2.480], [-3.455, -2.309, 2.429], [-3.541, -1.810, 1.110], [-2.915, -0.646, 0.810], [-2.152, 0.094, 1.701], [-1.515, 1.259, 1.284], [-1.665, 1.711, -0.022], [-2.422, 0.978, -0.930], [-3.036, -0.218, -0.523], [-3.774, -0.989, -1.383], [-3.045, -1.593, -2.442], [-2.021, -2.606, -1.936], [-1.237, -2.115, -1.361], [-1.568, -3.120, -2.780], [-2.513, -3.334, -1.297], [-3.810, -2.090, -3.043], [-2.553, -0.827, -3.052], [-2.585, 1.329, -2.232], [-2.014, 2.541, -2.696], [-2.335, 2.655, -4.178], [-3.411, 2.637, -4.327], [-1.896, 1.822, -4.720], [-1.933, 3.585, -4.569], [-0.927, 2.540, -2.541], [-2.445, 3.390, -2.148], [-1.147, 2.592, -0.363], [-0.513, 1.843, 2.214], [-0.045, 1.180, 3.130], [-0.084, 3.101, 1.963], [-0.466, 3.611, 1.182], [1.204, 3.548, 2.442], [1.619, 2.717, 3.020], [2.121, 3.933, 1.266], [1.806, 3.112, 0.019], [0.990, 3.549, -0.787], [2.447, 1.951, -0.186], [3.198, 1.170, 0.768], [3.485, 1.773, 1.628], [2.372, -0.032, 1.233], [2.992, -0.647, 1.889], [1.512, 0.309, 1.810], [1.867, -0.892, 0.049], [2.995, -1.697, -0.515], [3.050, -3.061, -0.448], [4.222, -3.420, -1.056], [4.817, -2.266, -1.455], [4.109, -1.217, -1.143], [5.760, -2.237, -1.963], [4.568, -4.357, -1.181], [2.031, -3.928, 0.191], [1.350, -4.332, -0.563], [2.488, -4.761, 0.729], [1.247, -3.025, 1.154], [0.816, -1.833, 0.447], [0.118, -1.335, 0.989], [0.354, -3.545, 1.505], [1.880, -2.801, 2.029], [1.240, 0.012, -1.027], [2.150, 1.181, -1.380], [1.667, 1.842, -2.101], [3.092, 0.805, -1.786], [1.038, -0.586, -1.915], [0.290, 0.389, -0.645], [4.099, 0.807, 0.263], [1.921, 4.970, 0.986], [3.167, 3.852, 1.555], [1.083, 4.405, 3.113], [-1.995, -0.223, 2.719], [-3.869, -1.580, 3.138], [-2.405, -2.497, 2.695], [-4.220, -4.019, 3.484], [-5.282, -3.413, 2.201], [-3.833, -4.324, 1.782]]}

***

Record-wise molar mass values, in u: 121.18, 114.19, 628.59, 122.94, 220.92, 138.13, 199.17, 2106.90, 289.72, 499.61